[1]
ORCA calculation (ωB97M-V/def2-TZVPD) on a molecular structure, C22H16BrN4O2Sn.

The value obtained for the LUMO energy is -4.1 eV. As for the charge: +1. The value obtained for the energy is -108997.95326 eV. As for the HOMO energy: -10.68 eV. The value obtained for the orbital gap is 6.60 eV.

Structure (XYZ):
```
46
Properties=species:S:1:pos:R:3:forces:R:3:nbo_charge:R:1
Sn 1.03398 1.07949 1.06247 0.04 0.12 -1.24 1.4577
Br 0.73357 -2.57736 -5.63875 -0.10 -0.03 0.05 0.1144
C 1.08701 -1.67087 -4.03351 0.93 1.34 1.35 -0.1866
C 2.45751 -1.67011 -3.51525 -2.93 0.38 0.47 -0.1114
C 2.74226 -0.96710 -2.38665 -1.10 0.56 0.15 -0.2880
C 1.72531 -0.20277 -1.73542 -0.14 1.23 1.16 0.4668
O 2.13208 0.48373 -0.67493 -0.71 -0.48 0.21 -0.8438
C 0.34489 -0.15637 -2.19148 2.10 -1.32 -0.25 -0.2879
C -0.72061 0.55080 -1.60437 -0.33 0.43 1.07 0.2310
N -0.59491 1.36403 -0.54253 1.48 -1.50 -1.39 -0.6658
C -1.43217 2.43309 -0.32624 -2.60 0.81 1.19 0.1036
C -2.79809 2.40783 -0.59719 1.12 -0.98 -0.41 -0.1990
C -3.60958 3.47204 -0.25042 -1.59 1.72 0.41 -0.2009
C -3.14794 4.57521 0.45053 -0.09 0.02 0.25 -0.1584
C -1.79611 4.63045 0.86143 0.26 -0.78 -1.38 -0.1113
C -1.22912 5.70206 1.56858 1.88 -0.48 0.58 -0.0940
C 0.14350 5.65198 1.89266 -1.62 1.18 0.45 -0.2506
C 0.87435 4.55115 1.47750 -0.12 -0.89 -0.47 0.0683
N 0.36717 3.52106 0.79594 0.29 0.69 0.16 -0.5352
C -0.93976 3.56570 0.42097 0.34 -0.36 0.49 0.2195
C 0.12501 -0.90790 -3.38212 -0.55 -0.86 -1.05 -0.0883
H 3.16436 -2.31414 -3.92457 1.15 -0.82 -0.94 0.2320
H 3.70569 -0.95885 -1.90257 0.15 -0.03 -0.13 0.2437
H -1.72954 0.32062 -2.05608 1.00 0.95 0.17 0.2031
H -3.23566 1.50922 -1.06745 0.20 0.69 0.25 0.2200
H -4.68144 3.46080 -0.52626 0.78 -0.14 0.19 0.2379
H -3.75785 5.43442 0.77426 -0.08 -0.74 -0.47 0.2303
H -1.85542 6.51398 1.89173 -0.10 0.23 0.07 0.2348
H 0.62989 6.43428 2.53052 -0.56 -0.78 -0.90 0.2491
H 1.92480 4.51352 1.70573 0.28 -0.23 0.13 0.2093
H -0.88782 -0.85900 -3.81221 0.50 -0.18 0.14 0.2161
N 1.66108 -6.30004 2.14636 0.02 0.20 0.72 -0.8159
C 0.56062 -5.70707 1.56523 -1.34 -2.12 -0.80 0.6320
O -0.37870 -6.39921 1.10361 2.27 1.78 1.03 -0.5779
C 0.52346 -4.21215 1.46094 -0.86 0.13 0.74 -0.0553
C -0.66961 -3.62676 1.00312 1.39 -0.87 0.33 -0.1973
C -0.72317 -2.26597 0.92272 -0.04 1.33 0.35 0.0454
N 0.21419 -1.43191 1.46381 -0.02 -1.52 -0.50 -0.5002
C 1.27084 -2.05165 2.02686 0.63 1.82 -0.17 0.0442
C 1.50818 -3.39962 1.99935 -0.35 -0.80 -0.63 -0.2265
H 1.53635 -7.31290 2.23752 0.23 0.63 0.03 0.4226
H 2.28117 -5.84753 2.86012 -1.16 -0.61 -1.26 0.4049
H -1.46319 -4.30030 0.74814 -0.34 0.03 -0.44 0.2688
H -1.58000 -1.81059 0.43756 0.08 0.25 0.17 0.2054
H 2.04151 -1.38302 2.45553 -0.51 -0.34 -0.17 0.2029
H 2.44191 -3.84225 2.30481 0.14 0.32 0.30 0.2302
```
Positions in Å, forces in eV/Å.


[2]
ORCA calculation (ωB97M-V/def2-TZVPD) on a molecular structure, C22H16Cl2N3OPbS3.

The value obtained for the LUMO energy is 2.4 eV. As for the charge: -1. The value obtained for the energy is -92394.09126 eV. As for the HOMO energy: -4.66 eV. The value obtained for the orbital gap is 7.04 eV.

Structure (XYZ):
```
48
Properties=species:S:1:pos:R:3:forces:R:3:nbo_charge:R:1
Pb -0.02578 1.59957 -1.26161 -0.18 -0.36 -0.27 0.9025
Cl 3.00482 1.21258 -0.69794 0.08 0.05 0.05 0.0136
C 3.70210 2.80700 -0.86158 0.06 0.10 -0.01 -0.0660
C 5.08765 2.84188 -0.87442 0.03 -0.03 0.03 -0.2189
C 5.75464 4.04764 -0.98161 0.02 -0.03 -0.02 -0.2430
C 5.01314 5.21364 -1.06262 -0.03 0.08 0.01 -0.2273
C 3.63099 5.16110 -1.04385 0.01 -0.21 -0.02 -0.0542
Cl 2.79620 6.68227 -1.13345 -0.03 0.01 -0.02 0.0015
C 2.89157 3.95307 -0.96375 0.03 0.16 -0.05 -0.1839
S 1.14662 4.02704 -0.98263 0.18 0.05 0.14 -0.3029
H 5.63858 1.91393 -0.79356 -0.05 0.00 -0.01 0.2180
H 6.83696 4.07453 -1.00127 -0.05 0.02 0.01 0.2098
H 5.49687 6.17895 -1.14081 -0.02 -0.04 0.01 0.2200
O -2.14784 -0.75051 -1.48560 0.09 -0.25 0.14 -0.7194
C -2.18146 -2.17338 -1.49171 0.02 0.15 -0.01 -0.0595
C -1.98683 -2.82692 -0.13272 0.08 0.08 0.04 -0.4105
C -0.65657 -2.54370 0.58423 -0.07 0.07 -0.09 -0.4505
C 0.57574 -2.85955 -0.21733 0.07 0.01 -0.08 0.2294
C 1.26615 -4.06018 -0.04722 -0.03 -0.02 -0.05 -0.2580
C 2.41010 -4.29895 -0.79016 0.00 -0.02 0.02 -0.1707
C 2.83962 -3.33735 -1.69213 0.01 -0.02 0.02 -0.2772
C 2.09077 -2.17610 -1.80632 -0.11 0.03 0.07 0.0442
N 0.99225 -1.93567 -1.09148 0.03 0.02 -0.02 -0.4322
H -2.79206 -0.42100 -0.84669 -0.03 0.07 -0.03 0.4773
H -1.39424 -2.48159 -2.17783 0.04 0.02 -0.05 0.1807
H -3.13723 -2.51983 -1.89946 -0.02 -0.02 -0.07 0.1570
H -2.10739 -3.90614 -0.27322 -0.03 -0.02 0.01 0.1986
H -2.79655 -2.49761 0.52753 -0.02 -0.07 0.03 0.2073
H -0.63803 -3.13178 1.50423 -0.01 0.03 0.04 0.2060
H -0.61214 -1.49016 0.86077 0.04 0.04 -0.02 0.2586
H 0.90457 -4.79302 0.66528 0.02 0.05 -0.01 0.2117
H 2.96538 -5.22141 -0.66094 -0.03 0.03 -0.01 0.2091
H 3.73731 -3.47785 -2.28127 -0.05 0.02 0.00 0.2143
H 2.38537 -1.38925 -2.49674 0.00 -0.06 0.05 0.1968
S -0.16446 1.10465 1.31408 -0.08 0.02 0.07 -0.2965
C -1.90065 0.96905 1.50769 0.07 -0.01 0.08 -0.1909
C -2.36307 0.21500 2.59177 0.01 0.00 -0.04 -0.1301
C -3.71429 0.02351 2.84814 0.00 -0.04 0.07 -0.1817
C -4.11809 -0.79896 3.95621 0.02 0.02 -0.03 0.2902
N -4.41894 -1.46668 4.84405 0.02 0.05 -0.07 -0.3348
C -4.65661 0.62802 2.00622 -0.10 0.01 -0.06 -0.1795
C -4.21332 1.40191 0.94110 0.11 0.03 -0.04 -0.1809
C -2.85172 1.58730 0.65405 -0.19 -0.03 0.06 -0.1907
S -2.45024 2.56484 -0.74088 -0.07 0.07 0.12 -0.3104
C -6.06733 0.43560 2.21083 0.04 -0.01 0.03 0.3048
N -7.19625 0.27264 2.36452 0.09 0.04 -0.03 -0.3385
H -1.63637 -0.24101 3.25154 0.00 -0.02 -0.03 0.2239
H -4.93993 1.88287 0.29855 0.00 -0.05 0.01 0.2325
```
Positions in Å, forces in eV/Å.


[3]
ORCA calculation (ωB97M-V/def2-TZVPD) on a single C22H17BN4O4 molecule.

The value obtained for the LUMO energy is -0.8 eV. The SMILES is OB(O)c1cccc(/N=N/c2ccc(/N=N/c3c(O)ccc4ccccc34)cc2O)c1. The value obtained for the energy is -37915.51823 eV. As for the HOMO energy: -7.50 eV. The value obtained for the orbital gap is 6.69 eV.

Structure (XYZ):
```
48
Properties=species:S:1:pos:R:3:forces:R:3:nbo_charge:R:1
O 1.78329 6.60406 -0.20837 0.09 -0.13 -0.25 -0.9300
B 2.79597 6.84330 -1.13743 -0.13 -0.09 0.61 1.1169
O 3.26040 8.06086 -1.52954 -0.46 1.34 0.46 -0.8900
C 3.53950 5.56709 -1.72997 -1.74 0.02 1.52 -0.3865
C 4.57954 5.55226 -2.64102 -0.32 -0.41 -0.02 -0.1433
C 5.09874 4.36215 -3.11108 -0.76 -0.62 -0.03 -0.2282
C 4.60285 3.12181 -2.70097 -0.53 0.28 0.45 -0.1929
C 3.57343 3.13667 -1.74357 0.06 2.29 2.23 0.1407
N 3.27593 1.97541 -1.03175 -0.68 -4.18 0.10 -0.1809
N 2.39974 1.93530 -0.14777 -0.32 3.05 -0.88 -0.1762
C 1.80671 0.81074 0.43473 0.33 -1.02 -1.26 0.0611
C 2.53051 -0.21598 1.06470 -2.53 -0.51 -0.42 -0.2147
C 1.91009 -1.36944 1.55270 -1.49 0.27 -0.54 -0.1965
C 0.50924 -1.47546 1.35901 1.29 1.89 -0.47 0.0691
N -0.22907 -2.52125 1.82898 -2.30 -3.11 1.59 -0.2462
N -1.30245 -2.80344 1.20186 2.07 1.86 -1.19 -0.1833
C -2.29881 -3.65673 1.56089 0.83 -0.50 2.64 0.0331
C -2.53782 -4.07196 2.89154 -0.33 -0.41 -0.59 0.3624
O -1.60547 -3.90122 3.81908 -0.42 -0.03 0.78 -0.6469
C -3.77973 -4.67909 3.29449 1.16 0.20 0.86 -0.2801
C -4.66874 -4.99466 2.31865 -0.56 0.16 0.81 -0.1180
C -4.33964 -4.71496 0.97885 -1.59 0.29 -0.58 -0.1056
C -5.38759 -4.89093 0.05090 -0.57 -0.99 0.28 -0.1514
C -5.22048 -4.46536 -1.22959 0.28 -0.36 1.16 -0.2415
C -3.95749 -3.98891 -1.63525 -2.01 -0.27 -3.20 -0.1804
C -2.97861 -3.76500 -0.78269 1.20 0.22 0.85 -0.2071
C -3.19730 -4.01888 0.56413 -0.61 -0.74 0.87 -0.0292
C -0.18096 -0.40982 0.78906 -2.85 0.18 -0.09 -0.2406
C 0.38581 0.70135 0.22643 1.82 0.38 0.95 0.3035
O -0.28871 1.70355 -0.40503 0.61 -0.13 0.17 -0.6528
C 3.04582 4.36493 -1.21747 2.02 -1.10 -2.34 -0.1643
H 1.12258 7.16648 0.23082 0.95 0.06 -0.73 0.5153
H 2.87596 8.85419 -1.08736 0.34 -1.06 -0.53 0.4942
H 4.93529 6.48328 -3.00551 0.44 0.65 -0.32 0.2178
H 5.82545 4.37601 -3.87805 0.85 0.08 -0.57 0.2108
H 5.01130 2.18762 -3.11072 -0.28 0.42 0.42 0.2298
H 3.55755 -0.16974 1.03104 2.21 0.35 0.19 0.2221
H 2.42465 -2.21059 1.98952 0.29 0.09 0.06 0.2246
H -0.84451 -3.46356 3.42579 0.73 0.41 -0.34 0.5102
H -3.89549 -4.85997 4.38842 -0.11 0.13 -1.09 0.2353
H -5.71843 -5.32936 2.53006 1.32 0.05 -0.08 0.2203
H -6.30077 -5.45481 0.41479 0.99 1.03 -0.68 0.2095
H -6.07073 -4.53083 -1.83360 -0.76 -0.11 -1.44 0.2131
H -3.81299 -3.85405 -2.72494 0.00 0.16 0.76 0.2139
H -2.01716 -3.42907 -1.08075 0.56 0.38 -0.30 0.2330
H -1.31901 -0.42757 0.87480 1.61 -0.20 -0.44 0.2148
H -1.23837 1.55537 -0.41583 -0.03 -0.33 0.14 0.4874
H 2.33996 4.31018 -0.43298 -0.66 0.04 0.49 0.2477
```
Positions in Å, forces in eV/Å.


[4]
ORCA calculation (ωB97M-V/def2-TZVPD) on a molecular structure, C22H17ClCoN5O.

Its spin multiplicity is 5. The value obtained for the LUMO energy (spin up / spin down) is -0.7 / -0.9 eV. The value obtained for the energy is -82735.01448 eV. As for the HOMO energy (spin up / spin down): -6.72 / -6.71 eV. The value obtained for the orbital gap (spin up / spin down) is 6.00 / 5.82 eV.

Structure (XYZ):
```
47
Properties=species:S:1:pos:R:3:forces:R:3:nbo_charge:R:1
Co 0.18284 0.60898 -0.18663 -0.23 -1.37 0.31 1.4141
C 2.90744 2.32783 4.22988 -0.05 -0.04 -0.05 -0.2527
C 2.00327 2.96847 3.39369 0.02 0.01 0.03 -0.1950
C 1.09742 2.24162 2.63491 -0.12 0.09 -0.06 -0.2840
C 1.06931 0.84667 2.68740 0.12 0.05 0.11 0.2434
C 1.98870 0.21052 3.53198 -0.02 -0.10 -0.04 -0.2770
C 2.88835 0.93972 4.29228 0.03 0.03 0.02 -0.2124
N 0.23771 0.12059 1.81964 0.11 0.04 0.18 -0.7522
C -0.50772 -0.90541 2.27342 -0.12 -0.14 -0.03 0.1863
C -0.73423 -1.32480 3.60485 0.04 0.04 0.05 -0.2907
C -1.38432 -2.51350 3.85885 0.00 -0.02 0.13 -0.1669
C -1.84730 -3.35810 2.84336 0.04 0.09 -0.06 -0.2887
C -1.68556 -2.95248 1.53319 -0.13 -0.04 0.11 -0.2028
C -1.09682 -1.72420 1.28180 0.02 0.33 -0.31 0.0748
N -0.94554 -1.21118 -0.02674 0.67 -0.20 0.67 -0.1969
N -0.36610 -1.99850 -0.79515 -0.62 -1.05 -1.21 -0.1835
C -0.29273 -1.50851 -2.14390 0.10 0.15 0.54 0.2969
C -0.46381 -2.38955 -3.18873 0.00 -0.05 -0.30 -0.2385
C -0.40068 -1.87043 -4.47492 0.01 -0.06 0.12 -0.1441
C -0.14826 -0.51861 -4.64657 0.00 0.05 0.01 -0.2541
C 0.03983 0.27416 -3.52408 0.01 0.17 -0.04 0.0753
N -0.03295 -0.21436 -2.29228 0.16 -0.14 0.35 -0.4936
H 3.61288 2.89748 4.82048 0.00 0.00 0.00 0.2099
H 1.99746 4.04992 3.32755 0.01 -0.01 0.01 0.2102
H 0.40469 2.74763 1.97322 -0.01 -0.04 -0.02 0.2460
H 2.00550 -0.87230 3.57622 -0.02 0.00 -0.01 0.2128
H 3.58727 0.41430 4.93245 0.00 0.01 0.00 0.2075
H -0.37896 -0.71485 4.42395 0.01 0.00 0.00 0.2242
H -1.53793 -2.80657 4.89111 0.00 0.02 0.00 0.2097
H -2.34688 -4.28564 3.08256 0.00 -0.01 -0.01 0.2133
H -2.05690 -3.54174 0.70387 0.01 0.02 0.00 0.2171
H -0.65221 -3.43497 -2.99217 0.01 0.00 0.02 0.2397
H -0.54370 -2.51801 -5.32938 0.00 0.01 -0.02 0.2263
H -0.08630 -0.07832 -5.63121 0.00 0.00 0.00 0.2308
H 0.25119 1.33334 -3.60301 0.01 -0.01 0.00 0.2193
O -0.21493 2.15748 -0.29840 -0.61 2.28 -0.44 -0.7924
Cl 4.82400 3.58918 0.42172 0.01 0.04 0.00 0.0339
C 4.15004 2.00904 0.27061 0.00 -0.10 0.01 -0.0682
C 4.92055 0.88475 0.50123 0.03 0.01 0.01 -0.1690
C 4.32079 -0.35846 0.38248 -0.01 0.02 0.00 -0.2374
C 2.98092 -0.42375 0.05411 0.02 -0.02 0.03 0.0493
N 2.24513 0.66781 -0.16749 0.55 -0.11 -0.11 -0.5130
C 2.81453 1.86793 -0.06622 -0.07 0.04 0.03 0.0417
H 5.96178 0.98255 0.77632 0.00 0.02 0.00 0.2358
H 4.88129 -1.26444 0.56273 -0.01 -0.01 0.00 0.2313
H 2.46653 -1.37603 -0.00657 -0.01 0.02 -0.02 0.2117
H 2.16622 2.71923 -0.22893 0.02 0.00 -0.01 0.2520
```
Positions in Å, forces in eV/Å.